The following is a DFT calculation (ωB97M-V/def2-TZVPD) of a single C10H17NO2S molecule.

CARTESIAN COORDINATES (ANGSTROEM)
C 2.110 -0.052 0.867
C 1.450 -1.166 0.083
C 0.920 1.615 -0.377
C 0.967 0.994 1.039
C -0.016 -0.670 -0.229
C -0.300 0.191 1.069
C 0.323 0.474 -1.185
C -1.077 -1.730 -0.697
C -0.416 -0.776 2.296
C -1.627 0.946 0.959
N -1.615 1.067 -2.430
O -0.244 -0.882 -3.456
O 0.585 1.455 -3.680
S -0.188 0.459 -2.970
H 2.396 -0.423 1.917
H 3.023 0.434 0.358
H 1.962 -1.222 -0.854
H 1.642 -2.068 0.646
H 0.345 2.615 -0.582
H 1.883 1.955 -0.749
H 1.046 1.813 1.780
H -1.890 -1.245 -1.116
H -1.287 -2.431 0.083
H -0.632 -2.183 -1.586
H -0.852 -1.686 2.071
H -1.040 -0.431 3.067
H 0.574 -0.902 2.579
H -1.724 1.449 1.932
H -2.424 0.208 0.894
H -1.633 1.688 0.207
H -2.259 0.502 -1.935

---

The following is a DFT calculation (ωB97M-V/def2-TZVPD) of C10H28N4O3PPdTe as an isolated structure.

CARTESIAN COORDINATES (ANGSTROEM)
Pd 0.862 0.163 -0.087
N 0.409 1.135 2.469
C -1.004 0.935 2.681
C -1.880 1.081 1.422
N -1.667 0.052 0.408
C -2.100 -1.268 0.855
C -1.081 -2.367 0.479
N 0.248 -2.001 0.928
C -2.333 0.488 -0.816
C -2.125 -0.431 -2.032
N -0.756 -0.544 -2.470
H 0.590 2.110 2.234
H 0.696 0.574 1.610
H -1.144 -0.060 3.120
H -1.361 1.666 3.418
H -2.952 1.117 1.710
H -1.632 2.045 0.963
H -2.193 -1.271 1.943
H -3.092 -1.522 0.444
H -1.441 -3.325 0.908
H -1.044 -2.477 -0.607
H 0.423 -2.242 1.899
H 0.977 -2.390 0.326
H -3.422 0.616 -0.640
H -1.912 1.467 -1.079
H -2.512 -1.434 -1.818
H -2.725 -0.025 -2.857
H -0.137 -0.638 -1.628
H -0.468 0.327 -2.920
C 5.785 -0.138 -3.936
C 4.853 0.451 -2.885
O 4.039 -0.568 -2.392
P 2.887 -0.333 -1.228
O 2.479 -1.749 -1.013
Te 1.863 1.867 -1.682
O 3.819 0.259 0.011
C 4.651 -0.627 0.699
C 4.101 -0.837 2.101
H 6.523 0.600 -4.244
H 5.208 -0.464 -4.799
H 6.294 -1.006 -3.521
H 4.226 1.245 -3.318
H 5.433 0.891 -2.063
H 5.661 -0.188 0.732
H 4.699 -1.582 0.160
H 4.175 0.086 2.671
H 4.638 -1.631 2.616
H 3.046 -1.098 2.013

Output
Total charge   -1

---

The following is a DFT calculation (ωB97M-V/def2-TZVPD) of a single C2H7N molecule.

CARTESIAN COORDINATES (ANGSTROEM)
C 1.163 0.276 -0.166
N -0.136 -0.347 -0.698
C -1.184 -0.069 0.311
H 0.978 1.361 -0.471
H 1.410 0.136 0.905
H 2.051 -0.173 -0.766
H 0.047 -1.302 -0.790
H -2.064 -0.730 0.208
H -1.340 0.993 0.114
H -0.926 -0.146 1.352

Output
SMILES   CNC

---

Going through the records in order, we get energy relative to the best compared isomer or geometry (same formula, charge and spin) values of 49.35, 0.00, 20.64 kcal/mol.